1.
{
  "formula": "C6H12N2",
  "method": "wB97M-V/def2-TZVPD",
  "de_lowest_kcal_mol": 40.14,
  "total_charge": 0,
  "total_energy_ev": -9395.1091,
  "smiles": "[H]/N=C(C)\\C(C)=C(/C)N",
  "symbols": ["H", "N", "C", "C", "C", "C", "C", "C", "N", "H", "H", "H", "H", "H", "H", "H", "H", "H", "H", "H"],
  "positions_angstrom": [[-0.9863, -0.9927, 2.1072], [-1.7360, -0.8900, 1.4149], [-1.2747, -0.5427, 0.2762], [-2.1922, -0.2815, -0.8829], [0.3839, -0.5002, -0.0481], [0.8941, -1.7546, -0.6536], [0.8058, 0.6785, 0.3091], [0.1965, 1.9231, 0.8687], [2.3896, 0.8306, 0.1404], [-2.7118, 0.6683, -0.7307], [-1.6370, -0.2167, -1.8222], [-2.9249, -1.0881, -0.9800], [1.8658, -1.6166, -1.1350], [0.2004, -2.1313, -1.4129], [1.0033, -2.5266, 0.1160], [0.8909, 2.3675, 1.5873], [0.0192, 2.6544, 0.0742], [-0.7374, 1.7558, 1.4090], [2.6390, 1.6348, -0.4347], [2.9117, 0.0279, -0.2031]],
  "mulliken_charge": [0.312, -0.667, 0.493, -1.206, 0.000, -1.326, 0.919, -1.352, -0.612, 0.286, 0.338, 0.344, 0.392, 0.324, 0.261, 0.402, 0.281, 0.404, 0.200, 0.207]
}

---

2.
{
  "formula": "C35H36Cl2GeNOsP2Te",
  "method": "wB97M-V/def2-TZVPD",
  "multiplicity": 5,
  "de_lowest_kcal_mol": 21.43,
  "total_charge": 1,
  "total_energy_ev": -148257.2145,
  "symbols": ["Os", "Te", "C", "C", "C", "N", "C", "C", "C", "P", "C", "C", "C", "C", "C", "C", "C", "C", "C", "C", "C", "C", "P", "C", "C", "C", "C", "C", "C", "C", "C", "C", "C", "C", "C", "H", "H", "H", "H", "H", "H", "H", "H", "H", "H", "H", "H", "H", "H", "H", "H", "H", "H", "H", "H", "H", "H", "H", "H", "Cl", "C", "Cl", "H", "H", "C", "Ge", "C", "C", "C", "H", "H", "H", "H", "H", "H", "H", "H", "H", "H"],
  "positions_angstrom": [[-1.2204, -0.9820, 1.4478], [1.6160, 2.2783, 1.9484], [2.8458, 3.2819, 0.4860], [2.9405, 4.6649, 0.5172], [3.7120, 5.2938, -0.4509], [4.3412, 4.6357, -1.4025], [4.2614, 3.3208, -1.4267], [3.5352, 2.5890, -0.4960], [0.5391, 1.2219, 0.4296], [0.7361, -0.5854, 0.3147], [2.4355, -0.9883, 0.7978], [2.7718, -0.8704, 2.1482], [4.0915, -0.9991, 2.5493], [5.0816, -1.2319, 1.6052], [4.7441, -1.3981, 0.2716], [3.4236, -1.2907, -0.1329], [0.6168, -0.9435, -1.4638], [-0.3409, -1.8582, -1.8887], [-0.4659, -2.1605, -3.2320], [0.3612, -1.5431, -4.1568], [1.2934, -0.6039, -3.7431], [1.4201, -0.2962, -2.4000], [-1.2558, 1.3481, 0.6954], [-1.5015, 3.1516, 0.8367], [-0.6777, 3.9876, 0.0847], [-0.7745, 5.3568, 0.2187], [-1.6943, 5.9043, 1.0999], [-2.5222, 5.0757, 1.8388], [-2.4269, 3.6997, 1.7142], [-1.9032, 0.9935, -0.9819], [-3.0699, 0.2409, -1.0951], [-3.5797, -0.0589, -2.3451], [-2.9287, 0.3848, -3.4837], [-1.7782, 1.1491, -3.3735], [-1.2655, 1.4522, -2.1284], [2.4262, 5.2377, 1.2739], [3.8245, 6.3696, -0.4643], [4.8094, 2.8315, -2.2216], [3.5188, 1.5092, -0.5293], [1.9860, -0.7028, 2.8789], [4.3477, -0.9063, 3.5950], [6.1137, -1.3055, 1.9124], [5.5075, -1.6062, -0.4605], [3.1639, -1.4475, -1.1676], [-0.9881, -2.3214, -1.1453], [-1.2085, -2.8688, -3.5662], [0.2683, -1.7811, -5.2058], [1.9102, -0.0987, -4.4741], [2.1224, 0.4598, -2.0746], [0.0440, 3.5600, -0.5988], [-0.1186, 5.9946, -0.3553], [-1.7591, 6.9747, 1.2107], [-3.2302, 5.5071, 2.5275], [-3.0620, 3.0574, 2.3089], [-3.5999, -0.0741, -0.2000], [-4.4915, -0.6274, -2.4347], [-3.3250, 0.1511, -4.4590], [-1.2765, 1.5122, -4.2575], [-0.3564, 2.0276, -2.0408], [-3.1847, -1.3599, 2.7011], [-4.8479, -1.0888, 2.1364], [-5.2749, 0.6347, 2.2388], [-5.5077, -1.6615, 2.7848], [-4.9350, -1.4167, 1.1015], [-1.4001, -5.6295, 3.2262], [-1.0081, -4.4033, 1.7128], [-2.7343, -4.1000, 0.7312], [0.3620, -5.2730, 0.5429], [-0.3649, -2.6372, 2.2329], [-1.6934, -6.5910, 2.8171], [-2.2116, -5.2570, 3.8416], [-0.5310, -5.7815, 3.8545], [-2.8772, -4.8367, -0.0510], [-2.7395, -3.1030, 0.2741], [-3.5748, -4.1752, 1.4164], [0.1653, -6.3379, 0.4751], [1.3510, -5.1342, 0.9697], [0.3585, -4.8469, -0.4555], [0.6619, -2.6708, 2.5950]],
  "mulliken_charge": [0.804, 0.384, 0.043, -0.270, -0.441, -0.592, -0.597, 0.281, -1.277, -0.210, 0.993, -0.286, -0.850, -0.632, -0.656, -0.703, 0.726, -0.472, -0.767, -0.866, -0.793, 0.173, 0.756, 0.833, -0.210, -0.953, -0.660, -0.645, -0.453, 0.694, 0.020, -0.644, -0.767, -0.729, -0.003, 0.457, 0.379, 0.392, 0.343, 0.565, 0.453, 0.430, 0.467, 0.538, 0.367, 0.475, 0.438, 0.459, 0.399, 0.237, 0.480, 0.421, 0.427, 0.362, -0.139, 0.484, 0.439, 0.471, 0.116, -0.153, -0.300, -0.123, 0.450, 0.237, -1.218, 0.608, -0.956, -1.128, -0.522, 0.362, 0.360, 0.397, 0.462, 0.018, 0.316, 0.401, 0.356, 0.315, 0.425]
}

---

3.
{
  "formula": "C28H72N6O10",
  "method": "wB97M-V/def2-TZVPD",
  "total_charge": 0,
  "total_energy_ev": -59613.7074,
  "smiles": "COCCNCCOC.COCCNCCOC.COCCNCCOC.COCCNCCOC.NC(N)=O.CC(C)O",
  "symbols": ["C", "O", "C", "C", "N", "C", "C", "O", "C", "H", "H", "H", "H", "H", "H", "H", "H", "H", "H", "H", "H", "H", "H", "H", "C", "O", "C", "C", "N", "C", "C", "O", "C", "H", "H", "H", "H", "H", "H", "H", "H", "H", "H", "H", "H", "H", "H", "H", "C", "O", "C", "C", "N", "C", "C", "O", "C", "H", "H", "H", "H", "H", "H", "H", "H", "H", "H", "H", "H", "H", "H", "H", "C", "O", "C", "C", "N", "C", "C", "O", "C", "H", "H", "H", "H", "H", "H", "H", "H", "H", "H", "H", "H", "H", "H", "H", "N", "C", "N", "O", "H", "H", "H", "H", "C", "C", "C", "O", "H", "H", "H", "H", "H", "H", "H", "H"],
  "positions_angstrom": [[-2.1824, 2.9229, 4.9329], [-2.8107, 2.3439, 3.8739], [-4.1469, 1.9645, 4.1446], [-4.6197, 0.9726, 3.1780], [-4.0190, -0.3557, 3.2634], [-4.4518, -1.2477, 2.2249], [-4.3684, -2.6533, 2.7973], [-4.4630, -3.6271, 1.6989], [-3.1601, -4.0175, 1.2656], [-1.9067, 2.1191, 5.7144], [-2.8547, 3.6687, 5.4354], [-1.2009, 3.3418, 4.7426], [-4.6724, 2.9101, 4.1656], [-4.1986, 1.6131, 5.2089], [-4.5448, 1.4060, 2.1530], [-5.6963, 0.8675, 3.3834], [-2.9956, -0.2866, 3.2173], [-3.8455, -1.1506, 1.3421], [-5.4934, -1.0167, 2.0113], [-5.3107, -2.8525, 3.3613], [-3.5152, -2.8610, 3.4395], [-3.2756, -4.7345, 0.4449], [-2.6059, -4.5961, 2.0779], [-2.5494, -3.2189, 0.8806], [2.6949, 3.6459, 0.0713], [1.3643, 3.3428, -0.3309], [0.8754, 4.1497, -1.3690], [-0.4184, 3.6859, -1.9926], [-1.4907, 3.6961, -0.9731], [-2.7739, 3.3723, -1.4847], [-3.8615, 3.3459, -0.4428], [-3.9838, 4.6610, -0.0056], [-4.0710, 4.7583, 1.4340], [2.7101, 4.6555, 0.5231], [3.4572, 3.6175, -0.7451], [3.0461, 2.9167, 0.7964], [1.6739, 4.2897, -2.1367], [0.8009, 5.1924, -0.9684], [-0.3703, 2.6474, -2.3837], [-0.5994, 4.3682, -2.8271], [-1.2397, 3.1381, -0.1578], [-2.8344, 2.4109, -1.9910], [-2.9633, 4.0742, -2.3226], [-3.5591, 2.6871, 0.3669], [-4.7895, 2.9491, -0.9187], [-3.8882, 5.8051, 1.5917], [-3.3721, 4.0665, 1.8983], [-5.1579, 4.5957, 1.7203], [5.2337, -2.8417, -5.6336], [4.9698, -1.9560, -4.5998], [6.0709, -1.8554, -3.7100], [5.9222, -0.6429, -2.8037], [4.6543, -0.8655, -2.0284], [4.5136, 0.1303, -1.0168], [3.5352, -0.2898, -0.0151], [3.3786, 0.6631, 0.9520], [2.7680, 0.1525, 2.1346], [4.6464, -2.6037, -6.6019], [5.1111, -3.9099, -5.4292], [6.2717, -2.7262, -5.8898], [6.9689, -1.7918, -4.2983], [6.0639, -2.7989, -3.1125], [5.8038, 0.2803, -3.4534], [6.7925, -0.5423, -2.1318], [3.8219, -0.8362, -2.6016], [4.3509, 1.1358, -1.4190], [5.4966, 0.2556, -0.5779], [3.8871, -1.1887, 0.5078], [2.5481, -0.5099, -0.4256], [1.8300, -0.4475, 2.0331], [2.5303, 0.9247, 2.8459], [3.5543, -0.5345, 2.6303], [1.8713, 0.7168, -3.5212], [1.7521, -0.6724, -3.1778], [1.6361, -1.6216, -4.3055], [0.1075, -1.7729, -4.6946], [-0.7093, -2.1373, -3.5300], [-0.5785, -3.5371, -3.1124], [-1.2883, -3.7642, -1.8188], [-0.7657, -2.9321, -0.7719], [0.5985, -3.2406, -0.4276], [2.7140, 0.8970, -4.2118], [2.0859, 1.1575, -2.5856], [0.9809, 1.1667, -3.8766], [2.0076, -2.5634, -3.9132], [2.2937, -1.2392, -5.0511], [-0.1021, -2.5662, -5.4342], [-0.2514, -0.7819, -5.0717], [-0.4657, -1.5277, -2.7521], [0.4585, -3.8216, -3.0157], [-0.9501, -4.1409, -4.0122], [-1.2380, -4.8002, -1.4262], [-2.3177, -3.4214, -1.8763], [0.7953, -4.3205, -0.4296], [0.7842, -2.7836, 0.5093], [1.3302, -2.7489, -1.0765], [-0.2128, 1.4263, 1.3260], [-0.8844, 0.5000, 0.5727], [-0.3590, 0.2261, -0.6631], [-1.8011, -0.1496, 1.1019], [-0.8989, 1.6841, 1.9757], [0.3535, 2.1771, 0.8916], [-0.7864, -0.4786, -1.1852], [0.4205, 0.6912, -1.0506], [0.7751, -2.3550, 4.6475], [-0.3300, -1.6298, 3.8474], [-0.3296, -0.1562, 4.2914], [-0.0431, -1.9091, 2.4976], [0.5261, -2.5045, 5.6763], [1.6848, -1.7356, 4.5513], [0.8675, -3.3496, 4.1646], [-1.2807, -2.0620, 4.0155], [-0.2374, -0.0754, 5.4058], [-1.1480, 0.4937, 3.8949], [0.5508, 0.3648, 3.9952], [-0.7017, -1.4874, 1.9609]],
  "mulliken_charge": [-0.991, 0.124, -1.045, -0.218, -0.123, -0.092, -0.513, -0.441, -0.258, 0.275, 0.298, 0.334, 0.430, 0.412, 0.093, 0.477, -0.212, -0.173, 0.548, 0.274, 0.243, 0.288, 0.266, -0.094, -0.853, -0.392, -0.873, -0.336, -0.071, -0.960, 0.671, -0.436, -0.489, 0.339, 0.305, 0.200, 0.437, 0.423, 0.111, 0.427, -0.008, 0.363, 0.464, -0.630, 0.363, 0.351, 0.109, 0.231, -0.946, -0.151, -0.664, -0.603, -0.210, -0.881, 0.350, -0.312, -1.062, 0.226, 0.343, 0.412, 0.538, 0.288, 0.234, 0.369, 0.045, 0.217, 0.556, 0.430, -0.391, 0.499, 0.381, 0.319, -0.953, 0.458, -0.578, -1.104, -0.150, -0.268, -1.076, 0.370, -0.181, 0.310, -0.122, 0.499, 0.188, 0.600, 0.431, 0.333, -0.034, 0.252, 0.387, 0.449, 0.264, 0.426, -0.194, -0.143, 0.653, 0.894, 0.625, -1.230, 0.346, -0.180, 0.209, -0.523, -1.621, 0.906, -0.066, -0.493, 0.456, 0.267, 0.356, 0.193, 0.410, -0.706, 0.006, -0.299]
}

---

4.
{
  "formula": "C7H9O5P",
  "method": "wB97M-V/def2-TZVPD",
  "de_lowest_kcal_mol": 192.33,
  "total_charge": 0,
  "total_energy_ev": -26925.1951,
  "smiles": "O=P(O)(O)COc1ccccc1O",
  "symbols": ["O", "P", "O", "O", "C", "O", "C", "C", "C", "C", "C", "C", "O", "H", "H", "H", "H", "H", "H", "H", "H", "H"],
  "positions_angstrom": [[-3.2164, -1.3532, -0.3201], [-2.5325, -0.1206, 0.0858], [-3.6387, 1.0663, 0.4364], [-1.8860, -0.3809, 1.3449], [-1.6599, 0.6900, -0.9198], [-0.4790, 1.4270, -0.5877], [0.5940, 0.6747, -0.2944], [1.8418, 1.3225, 0.0875], [2.9399, 0.9318, 0.3829], [2.9616, -0.5524, 0.2271], [1.9466, -1.5593, -0.0603], [0.7331, -0.6614, -0.1611], [-0.4364, -1.5068, -0.5363], [-3.3968, 1.6450, 0.9900], [-1.5188, -1.1346, 1.5961], [-1.3358, 0.1509, -1.9977], [-2.2714, 1.7408, -1.3419], [1.7002, 2.4914, 0.2216], [3.9818, 1.4233, 0.5258], [3.9583, -1.2142, 0.6033], [1.9956, -2.6211, 0.0880], [-0.2812, -2.4592, -0.3700]],
  "mulliken_charge": [-0.767, 0.888, -0.573, -0.442, -0.176, -0.393, 0.557, -0.337, -0.655, -0.201, -0.857, 1.048, -0.484, 0.252, 0.320, 0.387, 0.235, 0.153, 0.325, 0.115, 0.323, 0.283]
}

---

5.
{
  "formula": "C2H2AgCl6F",
  "method": "wB97M-V/def2-TZVPD",
  "multiplicity": 2,
  "de_lowest_kcal_mol": 0.00,
  "total_charge": 1,
  "total_energy_ev": -83945.2191,
  "symbols": ["Ag", "F", "C", "Cl", "Cl", "Cl", "H", "C", "Cl", "Cl", "Cl", "H"],
  "positions_angstrom": [[-2.8291, 0.5890, 2.5703], [-1.0382, 1.0417, 1.1612], [0.9270, 1.8690, -1.4344], [2.4281, 1.3176, -2.2727], [-0.2823, 2.3580, -2.6601], [1.1519, 3.2262, -0.2260], [0.5113, 1.0625, -0.8303], [-0.2575, -2.2201, 0.7573], [-0.5920, -3.9758, 0.9718], [0.2050, -1.9336, -0.9145], [0.9875, -1.6275, 2.0006], [-1.2117, -1.7071, 0.8769]],
  "mulliken_charge": [0.883, -0.265, 0.521, -0.047, -0.058, 0.066, -0.116, 0.198, -0.104, -0.085, -0.099, 0.106]
}